# 1
Density functional theory data (ωB97M-V with the def2-TZVPD basis set) for a structure of composition C21H26IMnN5O5.

```
59
Properties=species:S:1:pos:R:3:forces:R:3
Mn 0.12050 0.14656 -0.03955 0.41 -0.15 0.72
O 4.43324 -2.47893 -1.54586 -0.06 0.06 0.10
C 3.46718 -3.00464 -2.31410 -0.08 0.02 0.11
C 3.86907 -3.74287 -3.42807 0.02 -0.06 -0.07
C 2.93525 -4.32087 -4.26370 0.02 0.04 0.06
C 1.57282 -4.17579 -4.01043 -0.05 -0.04 -0.04
C 1.16831 -3.44646 -2.91190 0.00 0.04 0.01
C 2.09243 -2.85097 -2.05053 0.00 -0.20 0.01
C 1.57187 -2.04614 -0.92918 -0.12 0.43 0.33
O 0.32908 -1.87040 -0.76195 0.05 0.10 -0.58
N 2.47226 -1.46716 -0.11372 0.10 -0.32 -0.11
N 1.82389 -0.58457 0.66882 -0.12 0.32 -0.01
C 2.33463 -0.12664 1.75303 0.23 -0.23 -0.28
C 1.52207 0.85335 2.42652 -0.27 0.31 0.15
C 1.86075 1.44034 3.64346 0.04 -0.04 -0.05
C 1.00094 2.36208 4.20471 -0.06 0.04 0.00
C -0.17731 2.67984 3.54071 0.07 -0.04 -0.01
C -0.44252 2.05571 2.33566 -0.12 0.09 0.01
N 0.37702 1.16564 1.78606 -0.04 -0.07 -0.09
H 3.99660 -1.97496 -0.81385 0.00 -0.03 -0.09
H 4.93037 -3.84509 -3.61222 0.00 0.00 0.00
H 3.26985 -4.88957 -5.12225 0.00 0.00 -0.01
H 0.84278 -4.62810 -4.66840 0.00 0.00 0.01
H 0.11978 -3.29984 -2.68681 0.01 -0.01 -0.01
H 3.30430 -0.44347 2.11918 0.00 -0.03 -0.01
H 2.78775 1.16811 4.12969 0.01 -0.01 -0.02
H 1.24320 2.83333 5.14828 0.01 -0.01 0.00
H -0.87398 3.40142 3.94245 -0.01 0.00 -0.01
H -1.33844 2.27664 1.76946 0.02 -0.02 0.02
C -2.95298 -3.03923 1.16481 0.01 -0.01 0.02
N -3.47046 -1.81269 0.57153 0.09 0.00 0.07
C -4.78133 -1.88565 -0.04472 -0.03 0.03 -0.03
C -2.67066 -0.73854 0.50591 -0.09 -0.08 -0.08
O -1.56707 -0.71791 1.04926 0.12 0.05 -0.22
C -3.18350 0.46375 -0.27457 0.04 -0.01 0.00
O -2.19178 1.47016 -0.29150 -0.20 -0.04 0.02
C -2.09304 2.13275 -1.53582 0.01 -0.03 0.02
C -1.31978 1.22580 -2.49025 0.05 0.06 -0.10
O -1.04513 0.08577 -2.10827 -0.09 0.01 0.07
N -1.00705 1.69771 -3.70222 0.02 -0.06 -0.01
C -1.11305 3.11442 -4.00843 -0.04 0.02 0.02
C -0.07617 0.93336 -4.52211 0.03 -0.01 -0.01
H -3.23990 -3.88526 0.54058 -0.01 0.01 -0.01
H -1.87008 -2.98080 1.21422 0.00 0.00 -0.01
H -3.35524 -3.18522 2.16933 0.00 0.00 -0.01
H -5.40361 -2.56101 0.54029 -0.01 0.01 0.00
H -5.27252 -0.91563 -0.05721 0.01 0.00 0.00
H -4.72380 -2.26830 -1.06738 0.01 0.00 0.01
H -3.43486 0.13420 -1.28575 0.01 0.01 0.01
H -4.09149 0.85552 0.19801 0.00 0.00 0.02
H -3.08323 2.36837 -1.94141 -0.01 0.02 0.02
H -1.54589 3.05712 -1.36208 0.04 -0.03 -0.01
H -2.06794 3.51788 -3.67504 0.01 0.00 0.00
H -0.29612 3.67307 -3.54216 0.00 -0.01 0.00
H -1.06013 3.23873 -5.08804 -0.01 0.00 0.00
H -0.10572 -0.10910 -4.22269 -0.01 0.00 0.00
H -0.35732 1.02793 -5.57074 -0.01 0.01 0.00
H 0.93974 1.30937 -4.37690 -0.01 0.00 0.01
I 1.46994 2.32178 -1.15807 0.00 -0.20 0.02
```
Positions in Å, forces in eV/Å.

Output
* spin multiplicity: 2
* HOMO energy (alpha / beta): -7.572 / -7.361 eV
* gap between HOMO and LUMO (alpha / beta): 7.58 / 7.40 eV
* <S²>: 1.15
* energy above the lowest of the compared OMol25 structures with the same formula, charge and spin: 4.43 kcal/mol

Atomic partial charges in e from the Mulliken method, atoms 1 to 8:
1 Mn -0.07
2 O -0.67
3 C 0.42
4 C -0.65
5 C -0.32
6 C -0.79
7 C -0.40
8 C 0.25

=====

# 2
Density functional theory data (ωB97M-V with the def2-TZVPD basis set) for the molecule C21H26N2O3.

```
52
Properties=species:S:1:pos:R:3:forces:R:3
C 2.14861 -4.69861 7.23763 -0.02 0.03 -0.01
C 1.22137 -4.92886 6.08183 -0.07 -0.19 -0.01
C 0.97756 -3.89222 5.18576 -0.05 0.23 -0.19
C 0.11679 -4.07375 4.11261 -0.02 -0.16 0.05
C -0.50318 -5.31152 3.93327 -0.01 0.13 -0.09
C -0.25974 -6.33762 4.81997 -0.05 0.07 -0.10
C 0.59822 -6.15138 5.89296 0.11 0.04 0.13
H 0.78154 -6.96103 6.58366 0.04 -0.07 0.08
H -0.74258 -7.29298 4.67703 -0.05 -0.07 -0.03
H -1.16845 -5.43669 3.09399 -0.08 -0.02 -0.10
O -0.18689 -3.12165 3.18425 -0.09 -0.19 0.01
C 0.37387 -1.83470 3.31695 0.05 0.32 -0.13
C -0.20302 -0.96570 2.20279 0.18 -0.22 0.30
C 0.39200 0.44320 2.22820 -0.24 -0.06 0.02
C -0.26932 1.31764 1.16870 0.45 -0.26 0.41
O -1.10127 2.15324 1.44355 -0.26 0.19 0.03
N 0.16778 1.03481 -0.08669 0.30 -0.29 -0.18
C -0.23004 1.59716 -1.30808 -0.10 0.14 -0.35
C 0.39511 1.15881 -2.46982 -0.11 0.05 0.30
C 0.05902 1.68169 -3.70254 -0.07 0.12 -0.16
C -0.92876 2.66397 -3.82519 0.01 -0.20 0.35
C -1.56366 3.07883 -2.64750 0.15 -0.02 -0.19
C -1.22231 2.56689 -1.41511 0.02 0.02 0.17
H -1.72828 2.90922 -0.52859 -0.02 0.01 0.03
H -2.36031 3.80458 -2.69385 -0.08 0.05 -0.01
N -1.34806 3.16844 -5.04998 -0.26 0.00 -0.35
C -0.82886 2.63570 -6.29282 0.32 0.10 -0.11
H -0.65536 1.56440 -6.20560 -0.03 -0.01 -0.04
C 0.44499 3.37534 -6.72198 -0.13 -0.33 0.00
H 0.78764 3.03548 -7.70074 0.02 -0.05 0.08
O 0.19237 4.75808 -6.85277 -0.03 0.03 -0.13
C -0.30457 5.29993 -5.64902 -0.30 0.09 0.24
C -1.59118 4.59113 -5.19944 0.32 0.32 -0.09
H -1.93503 5.02831 -4.26514 -0.05 0.00 -0.05
H -2.36443 4.72691 -5.96313 0.01 0.07 0.08
H -0.49070 6.35662 -5.84730 0.01 -0.02 0.09
H 0.45335 5.20586 -4.85436 -0.06 0.04 -0.06
H 1.24115 3.21265 -5.97887 -0.04 -0.01 -0.08
H -1.59663 2.79828 -7.05813 0.09 -0.07 0.00
H 0.58816 1.31522 -4.56799 0.03 0.01 -0.08
H 1.16598 0.40170 -2.41184 0.08 -0.07 0.00
H 0.87512 0.31836 -0.17415 -0.13 0.12 0.14
H 0.20277 0.90176 3.19949 0.04 0.08 -0.09
H 1.47151 0.40124 2.06568 0.04 0.02 0.02
H -1.28528 -0.90973 2.32798 -0.03 -0.01 -0.05
H -0.00450 -1.45381 1.24644 -0.04 -0.02 -0.01
H 1.46966 -1.88584 3.22884 -0.10 0.00 0.07
H 0.12186 -1.40390 4.29573 0.06 -0.05 -0.06
H 1.47300 -2.94658 5.34636 0.03 0.12 -0.02
H 3.11502 -4.33887 6.88724 0.08 0.01 0.04
H 1.73639 -3.94505 7.90824 0.03 0.03 0.09
H 2.30161 -5.61497 7.80146 0.04 -0.03 0.06
```
Positions in Å, forces in eV/Å.

Output
* HOMO energy: -7.360 eV
* gap between HOMO and LUMO: 7.98 eV
* SMILES: Cc1cccc(OCCCC(=O)Nc2ccc(N3CCOCC3)cc2)c1
* energy above the lowest of the compared OMol25 structures with the same formula, charge and spin: 55.59 kcal/mol

Atomic partial charges in e from the Mulliken method, atoms 1 to 8:
1 C -1.43
2 C 0.47
3 C -0.14
4 C 0.58
5 C -0.61
6 C -0.46
7 C -0.77
8 H 0.33

=====

# 3
Density functional theory data (ωB97M-V with the def2-TZVPD basis set) for a structure of composition C21H26N2O4S at a distorted geometry.

```
54
Properties=species:S:1:pos:R:3:forces:R:3
C -2.68389 -3.58618 -1.15779 5.13 -0.47 -3.55
H -3.03822 -4.44099 -1.76093 -0.65 0.51 0.61
O -3.66357 -2.73481 -0.78969 -1.55 -4.55 -3.61
C -3.59165 -1.79807 0.03062 -3.22 0.47 0.43
C -4.81988 -1.43102 0.42176 1.71 7.42 7.14
C -4.91779 -0.30119 1.52719 3.16 -2.98 -2.85
C -3.75901 0.21931 2.07290 2.26 1.62 -2.90
C -2.50202 -0.10124 1.26528 -1.22 1.14 4.04
C -2.50213 -1.13314 0.35980 5.72 2.05 2.89
N -1.15799 -1.58865 -0.11054 -3.23 4.32 -2.40
S -0.78953 -0.45742 -1.43458 -0.12 -9.58 -5.64
O 0.52953 -0.93840 -1.81460 1.19 1.75 1.19
O -1.67553 -1.11326 -2.58875 0.87 4.30 4.11
C -0.81822 1.17279 -1.04110 0.61 0.39 -1.90
C -2.10250 1.64509 -1.13487 -2.12 1.09 3.07
C -2.27024 2.97076 -0.55968 6.53 -4.42 -2.47
C -1.02812 3.60540 -0.39229 -8.93 7.15 2.50
C 0.15067 3.11530 -0.47446 6.48 2.97 -0.61
C 0.40946 1.93562 -0.93559 -5.79 -4.42 0.08
H 1.23718 1.40057 -0.84935 3.92 -1.75 -0.36
H 1.02982 3.75495 -0.47864 -0.15 0.49 0.81
C -1.29243 5.30797 0.08831 6.64 -2.62 -2.93
H -2.18429 5.70210 -0.18862 -2.96 0.58 -0.45
H -1.00585 5.38709 1.16408 -0.06 0.42 -1.17
H -0.46874 5.98399 -0.87682 -2.16 -1.94 3.57
H -3.09331 3.48044 -0.62921 -4.69 2.63 0.16
H -2.95349 0.87773 -1.21870 1.24 1.59 -0.44
C -0.09791 -1.80318 0.75936 -0.74 -7.33 3.09
H 0.22760 -2.91467 0.49103 0.48 2.23 0.02
H -0.53813 -2.22360 1.84031 0.92 2.05 -2.28
C 0.94823 -0.77789 0.91964 4.50 -14.78 -4.31
O 0.62722 0.19630 1.25958 -3.67 15.97 5.16
N 2.21819 -1.24475 0.70530 -2.22 -6.53 -1.27
H 2.28780 -2.27294 0.15163 -0.35 3.93 2.05
C 3.27105 -0.42875 0.62672 2.71 2.83 -1.68
C 4.57675 -0.74516 1.38346 -1.27 -6.48 2.85
H 4.35526 -1.97701 1.44691 0.53 2.70 0.97
H 4.76398 -0.38245 2.52545 -0.57 -0.50 -3.10
C 5.66359 -0.84317 0.35055 3.59 1.08 4.94
H 6.07157 0.20543 0.49348 0.77 -1.12 -1.03
H 6.49918 -1.74849 0.65892 -2.33 2.90 -1.37
C 4.84003 -0.93516 -0.77612 2.72 -5.14 -10.98
H 5.50638 -0.72477 -1.81463 -1.20 -0.46 2.40
H 4.63580 -2.18424 -1.16720 0.07 3.37 1.78
C 3.63892 -0.06698 -0.90729 5.73 -1.52 10.60
H 3.09537 -0.44412 -1.53814 -6.35 -2.97 -6.79
H 4.09672 0.80976 -0.93359 0.76 4.58 -0.79
H 3.08366 0.41138 1.13199 -2.07 3.76 1.51
H -1.51349 0.40703 1.58908 -1.84 -1.01 -0.79
H -3.79622 1.21546 2.67666 0.22 -2.22 -0.80
H -5.77942 0.20069 1.80528 -2.14 0.10 0.39
H -5.73549 -1.67674 0.19158 -4.14 -2.29 -2.01
H -1.93863 -2.95059 -2.04130 -1.88 -2.21 2.96
H -2.04626 -4.03612 -0.32240 -0.83 0.91 -0.84
```
Positions in Å, forces in eV/Å.

Output
* HOMO energy: -8.211 eV
* gap between HOMO and LUMO: 8.05 eV
* energy above the lowest of the compared OMol25 structures with the same formula, charge and spin: 429.36 kcal/mol

Atomic partial charges in e from the Mulliken method, atoms 1 to 8:
1 C -0.57
2 H 0.31
3 O -0.41
4 C 0.58
5 C -1.28
6 C -0.37
7 C -0.83
8 C 0.55

=====

# 4
Density functional theory data (ωB97M-V with the def2-TZVPD basis set) for the molecule C21H26N4O5 at a distorted geometry.

```
56
Properties=species:S:1:pos:R:3:forces:R:3
C 6.72599 0.42387 -0.50638 -0.13 -0.18 0.18
C 5.32954 0.58482 -0.03433 -0.52 0.50 -0.10
C 4.39840 1.55700 -0.24709 0.29 -0.40 0.11
C 3.27076 1.10904 0.49428 1.01 -0.45 -0.17
N 3.53143 -0.03547 1.08801 -1.05 0.41 0.35
O 4.81106 -0.36670 0.76346 0.78 0.09 -0.35
N 2.04040 1.69573 0.63570 -0.13 -0.44 0.39
C 1.60988 2.80804 -0.01880 -0.43 0.18 0.18
O 2.28544 3.46326 -0.77988 0.18 0.12 -0.19
C 0.16386 3.15253 0.31095 0.02 0.02 -0.11
C -0.81637 2.02058 -0.03672 0.06 0.15 0.09
C -1.09827 1.10306 1.13334 -0.13 0.28 -0.41
O -0.23992 0.85698 1.97859 0.19 0.06 0.24
N -2.30723 0.51095 1.18868 -0.14 -0.20 0.20
C -3.40637 0.82483 0.34642 -0.37 0.25 -0.30
C -3.94613 -0.14284 -0.49021 0.12 0.05 0.03
C -5.04230 0.16646 -1.27679 -0.06 0.04 -0.01
C -5.60360 1.43114 -1.23036 -0.06 0.01 -0.05
C -5.07596 2.38987 -0.38093 0.00 0.06 -0.02
C -3.98442 2.08894 0.41304 -0.02 -0.16 0.03
H -3.58090 2.82630 1.09206 0.05 0.05 0.07
H -5.52085 3.37220 -0.32786 -0.03 0.08 0.00
H -6.45714 1.66836 -1.84711 -0.08 0.02 -0.05
H -5.45872 -0.58681 -1.92813 -0.03 -0.07 -0.06
H -3.51660 -1.13176 -0.51119 0.09 -0.12 0.02
C -2.49528 -0.59233 2.12797 0.18 -0.24 0.15
C -1.80708 -1.84171 1.55739 -0.12 0.32 0.54
O -2.40635 -2.64828 0.87240 -0.25 -0.22 -0.27
N -0.50549 -1.93692 1.88141 0.40 -0.09 0.26
H -0.07237 -1.12279 2.30346 -0.27 -0.06 -0.04
C 0.37778 -2.78684 1.11961 0.03 0.12 -0.41
H 1.12700 -3.22850 1.77918 -0.02 -0.06 -0.08
H -0.23494 -3.57276 0.67358 0.11 -0.04 0.08
C 1.08092 -1.95289 0.02452 0.28 -0.27 0.37
H 1.79290 -1.27232 0.50193 -0.14 -0.20 -0.13
C 1.72351 -2.84213 -1.04409 -0.06 0.29 0.16
H 2.54651 -2.30520 -1.51498 0.05 -0.02 0.04
H 2.10519 -3.76960 -0.62442 0.08 -0.07 0.01
C 0.57792 -3.06341 -2.04087 -0.08 0.08 0.02
H 0.12528 -4.04495 -1.91000 -0.01 -0.02 -0.05
C -0.43429 -1.95402 -1.69389 -0.37 -0.15 -0.36
H -0.65321 -1.29590 -2.53814 0.00 -0.06 0.03
O 0.15212 -1.15154 -0.68174 0.01 0.21 0.05
H -1.37490 -2.38388 -1.32860 0.10 0.06 -0.05
H 0.92150 -2.98079 -3.07005 0.00 -0.06 -0.01
H -3.56421 -0.77714 2.23546 0.17 -0.02 -0.02
H -2.05820 -0.31693 3.09096 -0.09 -0.02 -0.08
H -0.38432 1.37120 -0.80570 -0.09 -0.04 -0.01
H -1.73913 2.43307 -0.43809 0.15 -0.07 -0.02
H 0.10099 3.38154 1.37742 -0.01 0.05 -0.02
H -0.08966 4.05084 -0.25218 0.11 -0.08 0.05
H 1.37697 1.22547 1.25848 0.02 0.18 -0.09
H 4.46778 2.45027 -0.82760 0.08 0.15 -0.13
H 7.41065 0.43237 0.34045 0.08 0.02 0.01
H 6.97951 1.23453 -1.18214 0.03 0.02 -0.03
H 6.84090 -0.52887 -1.02047 0.05 -0.02 -0.07
```
Positions in Å, forces in eV/Å.

Output
* HOMO energy: -8.983 eV
* gap between HOMO and LUMO: 9.66 eV
* SMILES: Cc1cc(NC(=O)CCC(=O)N(CC(=O)NC[C@H]2CCCO2)c2ccccc2)no1
* energy above the lowest of the compared OMol25 structures with the same formula, charge and spin: 50.28 kcal/mol

Atomic partial charges in e from the Mulliken method, atoms 1 to 8:
1 C -1.24
2 C 0.16
3 C -0.01
4 C 0.36
5 N -0.58
6 O -0.23
7 N 0.00
8 C 0.70